Molecular formula: C34H36F9MgN2O2PS
Method: DFT, the ωB97M-V functional and the def2-TZVPD basis

Cartesian coordinates (Å):
1 Mg 0.0585 0.2799 -1.9528
2 C 1.5236 -1.0376 4.6443
3 C 0.2878 -0.1966 4.5660
4 C -0.2130 0.4707 5.6852
5 C -1.3687 1.2385 5.6479
6 C -2.1419 1.2699 4.4886
7 C -1.6698 0.5816 3.3641
8 C -0.4993 -0.1292 3.3821
9 P 0.0138 -0.6987 1.7012
10 C 1.0002 -2.2598 1.9722
11 C 2.4007 -2.2605 1.9173
12 C 3.1376 -3.3970 2.1253
13 C 2.4532 -4.5656 2.4920
14 C 1.0706 -4.6006 2.6006
15 C 0.3363 -3.4612 2.3364
16 C -1.2077 -3.4999 2.3145
17 C 1.2366 0.5826 1.2789
18 C 1.5496 1.6263 2.0998
19 C 2.5579 2.4854 1.7535
20 C 3.3372 2.2896 0.6381
21 C 2.9704 1.2450 -0.2402
22 C 1.9569 0.3286 0.0526
23 C 1.6268 -0.6990 -0.8573
24 H 2.2723 -0.7142 3.9256
25 H 1.3598 -2.1518 4.5951
26 H 1.9033 -0.9647 5.6583
27 H 0.3735 0.5858 6.6172
28 H -1.6982 1.8873 6.4596
29 H -3.0243 1.8516 4.4682
30 H -2.3623 0.6872 2.5340
31 H 2.8757 -1.3407 1.7843
32 H 4.2271 -3.3943 2.1305
33 H 2.9979 -5.5335 2.6320
34 H 0.5013 -5.5289 2.7021
35 H -1.6658 -4.2326 3.0075
36 H -1.4813 -3.7991 1.3519
37 H -1.6895 -2.5835 2.4891
38 H 1.0394 1.7726 3.0456
39 H 2.8710 3.1599 2.5065
40 H 4.1804 2.8868 0.4725
41 H 3.5865 1.1008 -1.0944
42 H 1.1130 -1.5930 -0.4539
43 H 2.4221 -1.0092 -1.5700
44 N -3.5923 -4.8246 -1.0419
45 C -2.8745 -3.6757 -1.2917
46 C -1.8717 -3.6199 -2.2507
47 C -1.1812 -2.4609 -2.4681
48 N -1.4180 -1.3695 -1.8197
49 C -2.3465 -1.3575 -0.9574
50 C -3.0991 -2.4976 -0.6281
51 H -3.1604 -5.6888 -1.4458
52 H -4.0250 -5.0056 -0.1188
53 H -1.7367 -4.4754 -2.9064
54 H -0.3170 -2.5166 -3.0629
55 H -2.4692 -0.4669 -0.3201
56 H -3.8293 -2.3960 0.1846
57 C -1.1435 5.5887 -1.6983
58 C -0.4871 4.2374 -1.9447
59 S -0.1655 3.0281 -0.5790
60 O -0.9054 1.7549 -1.0667
61 C -1.3575 3.5303 0.6857
62 C -2.8156 3.4135 0.2787
63 H -1.3399 6.0362 -2.6354
64 H -0.5146 6.1570 -1.0950
65 H -2.0872 5.6623 -1.1470
66 H 0.4682 4.2396 -2.5678
67 H -1.1398 3.6404 -2.6038
68 H -1.0367 4.5620 0.8196
69 H -1.1501 2.9169 1.5573
70 H -2.9287 4.2418 -0.4431
71 H -3.4499 3.4579 1.1569
72 H -2.9873 2.3970 -0.2389
73 F 1.6259 1.9660 -6.8811
74 C 0.8561 2.0071 -5.8158
75 F 1.2277 3.0993 -5.1368
76 F -0.4075 2.1690 -6.1753
77 C 0.8700 0.6608 -4.9528
78 O 0.2937 0.7559 -3.7938
79 C 2.2912 0.2162 -4.8077
80 F 2.4148 -0.9292 -4.1907
81 F 2.9018 0.1731 -5.9891
82 F 3.0227 1.2170 -4.1578
83 C 0.0915 -0.3584 -5.7708
84 F 0.3631 -1.5692 -5.2606
85 F 0.4093 -0.3911 -7.0797
86 F -1.2176 -0.2042 -5.6114

As for the spin multiplicity: 1. As for the frontier orbital gap: 0.25849 Eh.

The molecule's Löwdin atomic charges, reported in e, are given here: 0.6305, -0.0388, -0.2533, -0.0525, -0.0867, -0.0836, -0.1396, -0.3379, 1.1422, -0.3139, -0.1202, -0.0712, -0.0860, -0.0726, -0.2564, -0.0468, -0.3564, -0.1361, -0.1373, -0.0731, -0.0509, -0.4065, -0.1721, 0.0758, 0.1060, 0.0729, 0.1189, 0.1037, 0.0844, 0.0946, 0.0869, 0.1073, 0.1127, 0.1137, 0.0914, 0.0397, 0.0253, 0.1064, 0.0852, 0.0842, 0.0989, 0.0321, 0.0719, 0.1046, -0.3520, 0.0062, -0.1233, 0.0150, -0.1588, -0.0130, 0.1176, 0.1141, 0.1206, 0.1081, 0.1054, 0.1221, -0.1185, -0.3283, 1.0393, -0.5756, -0.3722, -0.1084, 0.0734, 0.0541, 0.0655, 0.1126, 0.0947, 0.0838, 0.0691, 0.0517, 0.0750, 0.1011, 0.1833, -0.5618, 0.1576, 0.1783, -0.3925, -0.1208, -0.5440, 0.1981, 0.1681, 0.1154, -0.5546, 0.1484, 0.1698, 0.1778



Molecular formula: C2H5NO2
Method: DFT, the ωB97M-V functional and the def2-TZVPD basis

Cartesian coordinates (Å):
1 N -1.4057 0.1265 0.4494
2 C -0.2639 0.7470 0.0127
3 O -0.1310 1.9562 0.0563
4 C 0.9297 -0.1038 -0.4171
5 O 0.8104 -1.4949 -0.2393
6 H -2.1113 0.7812 0.7619
7 H -1.7450 -0.7255 0.0267
8 H 1.1329 0.0766 -1.4768
9 H 1.7718 0.3262 0.1422
10 H 1.0121 -1.6895 0.6840

As for the energy above the lowest of the compared OMol25 structures with the same formula, charge and spin: 41.4 kJ/mol. As for the SMILES: NC(=O)CO. As for the spin multiplicity: 1. As for the frontier orbital gap: 0.38603 Eh.

The molecule's natural (NBO) atomic charges, reported in e, are given here: -0.8331, 0.6395, -0.6090, -0.1686, -0.7103, 0.3990, 0.4034, 0.2077, 0.1985, 0.4730



Molecular formula: C8H27FN9O5Tl
Method: DFT, the ωB97M-V functional and the def2-TZVPD basis

Cartesian coordinates (Å):
1 Tl -0.9246 -0.5143 1.6951
2 F -1.3555 3.2999 3.2520
3 C 1.0290 1.1819 6.6462
4 O 1.1887 0.5481 5.6478
5 N 0.4843 2.3954 6.7474
6 N 1.4016 0.7697 7.7892
7 H -0.0472 2.5717 7.5880
8 H 0.0598 2.5361 5.8418
9 H 1.3149 1.4350 8.5442
10 H 1.9257 -0.0903 7.8660
11 C -3.9555 -2.4627 -2.4909
12 O -3.3746 -1.6521 -1.7917
13 N -5.2107 -2.8078 -2.2935
14 N -3.4200 -2.9742 -3.5656
15 H -5.6203 -3.4344 -2.9716
16 H -5.7198 -2.2795 -1.5994
17 H -2.4274 -2.9879 -3.7514
18 H -3.9989 -3.6670 -4.0184
19 C -1.2502 4.3677 -1.4727
20 O -1.3178 3.1245 -1.2733
21 N -1.5078 4.9081 -2.6569
22 N -0.7971 5.2185 -0.6116
23 H -1.8127 5.8631 -2.7799
24 H -1.7742 4.2323 -3.3585
25 H -0.9758 6.1926 -0.8096
26 H -0.6795 4.8206 0.3093
27 C -1.4450 -6.0679 -0.3352
28 O -1.0287 -4.9485 -0.0238
29 N -1.2264 -6.6236 -1.5024
30 N -2.1574 -6.7768 0.4124
31 H -0.6207 -6.0697 -2.0910
32 H -1.4835 -7.5774 -1.7128
33 H -2.6534 -6.2949 1.1485
34 H -2.5253 -7.5601 -0.1084
35 C 3.6615 0.6215 -3.0972
36 C 3.0602 0.2997 -1.7387
37 C 3.0958 1.6084 -0.9690
38 O 2.5352 1.6408 0.2788
39 C 3.1154 2.7530 1.0274
40 N 1.7405 -0.1368 -2.0315
41 H 2.9542 1.3101 -3.5594
42 H 3.7143 -0.2207 -3.7872
43 H 4.6935 0.9705 -3.1309
44 H 3.5764 -0.4470 -1.1352
45 H 2.5969 2.3541 -1.5880
46 H 4.1828 1.6484 -0.8991
47 H 3.3219 3.6382 0.4258
48 H 4.0824 2.5904 1.5036
49 H 2.3501 3.0253 1.7542
50 H 1.8950 -0.8911 -2.6851
51 H 1.3300 0.5592 -2.6375

As for the energy above the lowest of the compared OMol25 structures with the same formula, charge and spin: 0.0 kJ/mol. As for the spin multiplicity: 1. The net charge is +2. As for the frontier orbital gap: 0.06534 Eh.

The molecule's natural (NBO) atomic charges, reported in e, are given here: 0.9826, -0.3932, 0.7379, -0.5453, -0.7503, -0.7694, 0.4028, 0.4141, 0.4016, 0.4231, 0.7521, -0.6209, -0.8083, -0.7974, 0.3959, 0.4233, 0.4145, 0.3831, 0.7436, -0.5336, -0.7780, -0.7613, 0.4132, 0.4183, 0.4120, 0.4278, 0.7449, -0.6603, -0.8210, -0.7721, 0.4112, 0.4000, 0.4167, 0.3863, -0.6174, -0.0888, -0.0741, -0.4310, -0.2768, -0.6566, 0.2055, 0.2333, 0.2488, 0.2176, 0.1885, 0.1977, 0.1976, 0.2176, 0.2142, 0.3715, 0.3590



Molecular formula: C4H16NO4
Method: DFT, the ωB97M-V functional and the def2-TZVPD basis

Cartesian coordinates (Å):
1 C 1.6683 -1.1791 -1.3014
2 C 1.2466 0.0972 -0.4811
3 C 1.6534 -0.0541 0.9220
4 C 0.6445 -0.5164 2.0043
5 O 0.6613 -0.1375 3.1956
6 N -0.3778 0.1110 -0.4981
7 H 0.9448 -1.3987 -2.0796
8 H 1.8641 -2.0737 -0.6567
9 H 2.4766 -1.0715 -2.0759
10 H 1.7127 0.9964 -0.9854
11 H 2.2354 0.8883 1.2274
12 H 2.3139 -0.9731 0.9376
13 H 0.0339 -1.4901 1.8160
14 H -0.7221 0.7326 -1.2774
15 H -0.7736 0.4759 0.3010
16 H -0.7511 -0.8426 -0.5304
17 H 1.0838 2.1833 -2.2323
18 H -0.0756 3.2020 -2.0028
19 O 0.1348 2.1969 -2.0655
20 H -2.7929 -2.1647 -0.9232
21 H -1.5091 -2.3805 -1.7020
22 O -1.8797 -2.2641 -0.7971
23 H -2.4117 1.7279 1.2721
24 H -3.3569 1.5064 -0.0011
25 O -2.5295 1.4321 0.3590

As for the energy above the lowest of the compared OMol25 structures with the same formula, charge and spin: 111.8 kJ/mol. As for the spin multiplicity: 2. As for the frontier orbital gap (alpha / beta): 0.11827 / 0.27136 Eh. Its expectation value of S² is 0.754.

The molecule's natural (NBO) atomic charges, reported in e, are given here: -0.6650, -0.0544, -0.5535, 0.0906, -0.6656, -0.7713, 0.1955, 0.2298, 0.2339, 0.2051, 0.2346, 0.2118, 0.0914, 0.4399, 0.4184, 0.4451, 0.4698, 0.4854, -0.9917, 0.4769, 0.4691, -0.9442, 0.4940, 0.4760, -1.0216



Molecular formula: C5H11NO3S
Method: DFT, the ωB97M-V functional and the def2-TZVPD basis

Cartesian coordinates (Å):
1 C 1.5797 -1.2632 0.1583
2 C 0.8100 0.0249 -0.0757
3 C 1.1302 0.9952 1.0791
4 C 1.1738 0.5908 -1.4640
5 O 1.4975 1.7838 -1.5878
6 S -0.9465 -0.3405 -0.1238
7 C -1.8066 1.2161 -0.4547
8 O -1.2530 -1.2676 -1.2411
9 N -1.4651 -0.9997 1.3625
10 O -2.3946 -2.0202 1.2370
11 H 2.6458 -1.0421 0.1722
12 H 1.3483 -1.9095 -0.6743
13 H 1.3413 -1.7937 1.1013
14 H 2.2223 1.1058 1.1877
15 H 0.7210 0.6367 2.0600
16 H 0.7541 2.0123 0.9271
17 H 1.1026 -0.0963 -2.3280
18 H -1.5782 1.5423 -1.4864
19 H -2.8557 1.0788 -0.3991
20 H -1.5063 2.0177 0.2407
21 H -2.5207 -2.2716 0.3091

As for the energy above the lowest of the compared OMol25 structures with the same formula, charge and spin: 465.0 kJ/mol. As for the SMILES: CC(C)(C=O)[S@@](C)(=O)=NO. As for the spin multiplicity: 1. As for the frontier orbital gap: 0.26853 Eh.

The molecule's natural (NBO) atomic charges, reported in e, are given here: -0.6178, -0.3743, -0.6281, 0.4169, -0.4910, 1.8605, -0.8588, -0.9557, -0.6057, -0.5685, 0.2280, 0.2304, 0.2627, 0.2350, 0.2536, 0.2303, 0.1615, 0.2449, 0.2641, 0.2522, 0.4600



Molecular formula: C9H14O
Method: DFT, the ωB97M-V functional and the def2-TZVPD basis

Cartesian coordinates (Å):
1 C -0.7526 -2.2771 4.2473
2 C -0.5193 -1.5108 2.9718
3 C -1.2405 -0.3576 2.6943
4 C -1.0216 0.3588 1.5257
5 C -0.0703 -0.0804 0.6171
6 O 0.1833 0.5851 -0.5510
7 C 0.6553 -1.2316 0.8746
8 C 0.4276 -1.9368 2.0446
9 H -0.5237 -3.3365 4.1116
10 H -1.7876 -2.1980 4.5821
11 H -0.1334 -1.9112 5.0685
12 H -1.9813 -0.0044 3.4005
13 H -1.5939 1.2583 1.3198
14 H -0.3862 1.3595 -0.6095
15 H 1.3932 -1.5799 0.1648
16 H 0.9844 -2.8458 2.2381
17 C 0.6779 1.5306 -3.7156
18 C 0.9058 2.4100 -4.9536
19 H -0.1725 0.8698 -3.8803
20 H 1.5416 0.8951 -3.5273
21 H 0.4937 2.1422 -2.8323
22 H 0.9477 1.7882 -5.8492
23 H 0.1095 3.1472 -5.0546
24 H 1.8631 2.9251 -4.8875

As for the energy above the lowest of the compared OMol25 structures with the same formula, charge and spin: 8.7 kJ/mol. As for the SMILES: Cc1ccc(O)cc1.CC. As for the spin multiplicity: 1. As for the frontier orbital gap: 0.33893 Eh.

The molecule's natural (NBO) atomic charges, reported in e, are given here: -0.6223, -0.0577, -0.1772, -0.2939, 0.3005, -0.6686, -0.2651, -0.1837, 0.2140, 0.2140, 0.2166, 0.2080, 0.2060, 0.4768, 0.2236, 0.2092, -0.5966, -0.6044, 0.2016, 0.2068, 0.1918, 0.2009, 0.1996, 0.2002



The records above give, respectively, molecular weight values of 763.00 75.07 552.74 142.17 165.21 138.21 g/mol.